{"formula": "C3H32O12S2", "method": "ωB97M-V/def2-TZVPD", "homo_lumo_gap_ev": 8.5, "molar_mass_da": 324.4, "relative_energy_ev": 0.000, "lumo_energy_ha": -0.0018, "spin_multiplicity": 1, "homo_ev": -8.5, "species": ["C", "C", "C", "S", "S", "H", "H", "H", "H", "H", "H", "H", "H", "H", "H", "O", "H", "H", "O", "H", "H", "O", "H", "H", "O", "H", "H", "O", "H", "H", "O", "H", "H", "O", "H", "H", "O", "H", "H", "O", "H", "H", "O", "H", "H", "O", "H", "H", "O"], "coordinates": [[0.60, 0.08, -0.81], [-0.44, 0.79, -1.73], [-0.01, -0.71, 0.37], [0.99, -2.24, 0.65], [1.98, -1.96, 2.45], [1.33, 0.79, -0.43], [1.19, -0.51, -1.49], [-0.87, 0.02, -2.39], [-1.33, 1.15, -1.22], [0.04, 1.44, -2.45], [-0.98, -1.05, 0.00], [0.03, -0.15, 1.29], [2.85, -0.94, 2.22], [-1.65, 1.98, 3.37], [-2.71, 2.96, 2.91], [-2.27, 2.63, 3.70], [-0.73, 4.15, 2.87], [0.42, 3.47, 3.47], [0.00, 3.57, 2.60], [2.57, 0.61, -4.21], [2.44, 1.60, -3.04], [3.03, 1.34, -3.76], [-2.55, -3.97, -0.63], [-2.36, -3.32, -1.99], [-3.06, -3.55, -1.33], [-1.66, -1.92, -3.11], [-0.66, -3.13, -3.17], [-0.98, -2.42, -2.59], [3.19, 2.29, 2.25], [3.74, 1.68, 0.82], [3.38, 1.54, 1.69], [-1.56, 1.37, 0.40], [-0.84, 2.41, 1.32], [-1.51, 1.70, 1.29], [0.24, -1.67, -4.58], [1.07, -0.93, -3.51], [1.13, -1.50, -4.28], [0.01, 3.23, -0.61], [1.32, 3.87, -0.33], [0.91, 3.27, -0.96], [-4.28, -1.52, -0.62], [-4.99, -0.20, -0.42], [-4.11, -0.58, -0.46], [-3.79, -0.78, -3.27], [-2.91, -0.65, -2.01], [-2.87, -0.78, -2.97], [1.60, 1.12, 2.89], [0.66, 1.13, 4.01], [1.59, 1.31, 3.84]]}